#1
DFT (the ωB97M-V functional and the def2-TZVPD basis) results for 2 unconnected molecules or ions with the total composition C9H16NO.

Computed properties:
Spin multiplicity = 1
Orbital gap = 9.30 eV
E_LUMO = -3.1 eV
Net charge = +1

Geometry (Å):
C  2.09711  0.94263  0.94428
C  2.88644  -0.18363  1.56049
N  0.99827  1.37838  1.90882
H  2.74964  1.79509  0.79133
H  1.59957  0.69581  0.01823
H  3.16946  0.07374  2.59423
H  3.84986  -0.31752  1.08688
H  0.04657  1.27062  1.54325
H  1.11164  0.89917  2.79611
H  1.09975  2.37909  2.07710
H  2.32164  -1.10515  1.70019
C  0.43508  -1.13274  -3.12416
C  -1.69752  0.05702  0.44427
C  -1.09718  0.98652  -0.37998
C  -1.36133  -1.28309  0.24614
C  -0.36692  0.63225  -1.51461
C  -0.70211  -1.65921  -0.92208
C  -0.25510  -0.71184  -1.84322
O  -2.17917  0.41780  1.69097
H  -3.13342  0.28484  1.78797
H  -1.32381  2.03885  -0.21809
H  -1.46922  -1.94050  1.09637
H  0.11895  1.39302  -2.11123
H  -0.78576  -2.68780  -1.13578
H  -0.20264  -1.83341  -3.66012
H  1.43223  -1.52063  -2.94709
H  0.54899  -0.25179  -3.74152

#2
DFT (the ωB97M-V functional and the def2-TZVPD basis) results for 2 unconnected molecules or ions with the total composition C9H16NO.

Computed properties:
Spin multiplicity = 1
Orbital gap = 8.24 eV
E_LUMO = -3.4 eV
Net charge = +1

Geometry (Å):
C  0.21339  -2.09219  -2.56300
C  -0.41741  1.30589  -1.02527
C  0.77614  1.48007  -0.31277
C  -0.60524  0.11018  -1.69474
C  0.38640  -0.88720  -1.67145
C  1.67540  0.47057  -0.08170
C  1.51442  -0.67051  -0.90415
O  0.84392  2.69825  0.29973
H  -1.26380  1.94816  -0.83050
H  -1.61399  -0.03607  -2.05589
H  2.67645  0.62398  0.29527
H  1.57042  2.84493  0.90757
H  -0.45834  -1.88013  -3.40172
H  -0.44294  -2.78284  -2.00678
H  2.27042  -1.44302  -1.02242
H  1.08284  -2.58825  -2.96045
C  -1.81212  -0.66222  2.08698
C  -1.31008  0.63486  2.63623
N  -0.73993  -1.69584  1.95143
H  -2.60766  -0.93161  2.75458
H  -2.37039  -0.56999  1.15429
H  -0.21584  0.73164  2.61064
H  -1.78420  0.84097  3.57553
H  -0.43676  -1.88391  2.90601
H  -1.16288  -2.53354  1.54889
H  -0.00726  -1.37482  1.30952
H  -1.44137  1.50073  2.00242

#3
DFT (the ωB97M-V functional and the def2-TZVPD basis) results for 2 unconnected molecules or ions with the total composition C9H16NO.

Computed properties:
Spin multiplicity = 1
Orbital gap = 7.71 eV
E_LUMO = -3.7 eV
Net charge = +1

Geometry (Å):
C  -2.68169  2.49802  -0.99413
C  0.21690  1.15832  1.10682
C  -0.59675  2.00748  0.34244
C  -0.26134  -0.10696  1.39168
C  -1.81667  1.59823  -0.15365
C  -1.43054  -0.57842  0.82268
C  -2.24454  0.29296  0.11312
O  0.49578  -1.02692  2.08840
H  1.19659  1.51099  1.40595
H  -0.19644  2.99581  0.13702
H  1.28802  -0.62312  2.44915
H  -1.68596  -1.62305  0.90005
H  -2.50926  2.31588  -2.05241
H  -2.46900  3.53482  -0.78809
H  -3.19681  -0.04557  -0.27250
H  -3.75093  2.35450  -0.84333
C  1.72346  -1.68375  -1.05730
C  1.90936  -1.49732  -2.55396
N  3.04887  -1.73527  -0.37166
H  1.11629  -0.89151  -0.64955
H  1.17456  -2.59267  -0.82511
H  1.96638  -2.47564  -3.03727
H  2.80945  -0.95825  -2.79887
H  3.61513  -0.92109  -0.62625
H  2.94847  -1.75746  0.64603
H  3.56616  -2.57144  -0.63922
H  1.05015  -0.97628  -2.96582

#4
DFT (the ωB97M-V functional and the def2-TZVPD basis) results for a gas-phase ion, C9H16NO (charge +1).

Computed properties:
Spin multiplicity = 1
Orbital gap = 9.85 eV
SMILES string = CC(O[C@H]1C=CCC1)=[N+](C)C
E_LUMO = -3.2 eV
Net charge = +1

Geometry (Å):
C  0.30055  0.26705  -1.95644
C  0.64994  -0.28355  -0.65808
O  0.27144  0.24783  0.48945
C  -0.52961  1.41559  0.26655
C  -1.82959  0.85108  -0.08543
C  -2.76402  1.24507  0.82636
C  -2.11369  1.86583  2.01828
C  -0.82741  2.40147  1.40230
N  1.42222  -1.31108  -0.40690
C  2.26961  -2.00534  -1.41993
C  1.43113  -1.90628  0.87504
H  -0.68623  0.83609  -2.00208
H  0.24697  -0.53568  -2.71814
H  1.21327  0.83202  -2.18927
H  -0.01030  2.00817  -0.64598
H  -2.05851  0.24610  -0.96096
H  -3.84671  0.99582  1.00504
H  -2.61735  2.63414  2.66023
H  -1.96796  1.12500  2.84831
H  -1.01027  3.35605  1.01501
H  0.12077  2.38214  1.94528
H  3.28784  -1.91030  -1.17441
H  2.16058  -1.70885  -2.53965
H  2.11007  -3.02337  -1.38145
H  0.70910  -1.34746  1.53024
H  2.43725  -1.85671  1.30927
H  1.17176  -2.97904  0.75986

Stability summary: most stable #3, least stable #4.